Entry 1:
Below is 13 unconnected molecules or ions with the total composition C26H38Cl36NO3 at a distorted geometry, with properties calculated with ωB97M-V/def2-TZVPD.

**HOMO-LUMO gap (alpha / beta)**: 8.10 / 9.18 eV
**Multiplicity**: 2
**Total energy**: -486015.13428 eV
**E_LUMO (alpha / beta)**: 0.06 / 0.06 eV

Each line ends with the Mulliken spin population.
Element x y z (Å)
C 0.9865 -2.7773 4.4026  0.0002
C 0.7401 -3.2189 2.9510  0.0032
C 0.7636 -4.7436 2.7255  0.0213
O -0.5733 -5.1228 2.4065  0.0002
C -0.7953 -6.3324 1.7061  -0.0064
C -2.2475 -6.7032 2.0751  -0.0006
C -2.4788 -7.0777 3.5180  0.0001
O -1.7330 -6.8562 4.4349  -0.0001
C -0.7736 -6.1025 0.1848  0.0169
C 0.5845 -6.1232 -0.5394  -0.0421
C 1.0552 -4.6648 -0.7439  0.0255
C 0.4290 -6.7212 -1.9500  0.0467
N 1.6410 -6.8126 0.2373  0.3765
O 2.7164 -7.0100 -0.4209  0.5454
C 1.2591 -7.9098 1.1580  -0.0064
C 2.4895 -8.2169 2.0307  0.0243
C 0.9195 -9.1939 0.3803  0.0377
C 0.1159 -7.5069 2.1140  0.0215
H 1.9288 -2.2378 4.4978  0.0000
H 1.0038 -3.6254 5.0867  0.0000
H 0.2111 -2.0754 4.7184  -0.0001
H -0.2106 -2.8768 2.5515  0.0002
H 1.5136 -2.7711 2.3199  0.0006
H 1.0605 -5.2483 3.6507  0.0019
H 1.4594 -4.9998 1.9238  -0.0314
H -2.8935 -5.8548 1.8161  -0.0001
H -2.5811 -7.5474 1.4640  0.0003
H -3.4226 -7.6296 3.7087  0.0000
H -1.4397 -6.8468 -0.2661  -0.0002
H -1.2351 -5.1318 -0.0136  -0.0002
H 2.0768 -4.6367 -1.1171  -0.0005
H 0.9682 -4.1040 0.1880  0.0003
H 0.3723 -4.1828 -1.4489  -0.0018
H 1.2158 -6.3501 -2.6031  -0.0016
H -0.5355 -6.3734 -2.3328  -0.0007
H 0.3901 -7.8092 -1.9454  -0.0119
H 2.7645 -7.3197 2.5894  -0.0057
H 3.3256 -8.5704 1.4305  -0.0027
H 2.2073 -8.9924 2.7467  0.0000
H -0.0951 -9.1902 -0.0264  -0.0008
H 1.0748 -10.0521 1.0339  -0.0020
H 1.6058 -9.3037 -0.4639  -0.0077
H 0.5044 -7.3552 3.1203  0.0027
H -0.5255 -8.3898 2.1907  -0.0026
C 0.0385 1.0423 2.5494  0.0000
Cl -0.8655 -0.3717 2.0031  0.0000
Cl 0.3623 0.9774 4.2809  0.0000
Cl 1.5399 1.2090 1.6354  0.0000
H -0.5660 1.9181 2.3553  0.0000
C -2.0694 4.0376 0.1024  0.0000
Cl -2.9686 2.6047 -0.3908  0.0000
Cl -1.7938 4.0310 1.8475  0.0000
Cl -0.5363 4.1447 -0.7674  0.0000
H -2.6609 4.9110 -0.1366  0.0000
C 4.9692 -3.9002 3.3431  0.0000
Cl 3.8345 -4.3156 4.6311  0.0000
Cl 5.1659 -5.2158 2.1954  -0.0006
Cl 4.4029 -2.4366 2.5284  0.0000
H 5.9324 -3.6884 3.7874  0.0000
C -1.8726 8.6744 0.9921  0.0000
Cl -1.2848 7.3476 -0.0132  0.0000
Cl -2.8710 9.7745 0.0405  0.0000
Cl -2.7664 8.0599 2.3806  0.0000
H -1.0151 9.2236 1.3581  0.0000
C -4.2504 12.3229 2.4815  0.0000
Cl -4.2589 11.5890 4.0857  0.0000
Cl -5.8247 13.0191 2.0943  0.0000
Cl -2.9743 13.5311 2.3427  0.0000
H -4.0463 11.5421 1.7612  0.0000
C 1.3338 -11.4133 -3.1825  -0.0001
Cl 2.8412 -10.5112 -3.0514  0.0003
Cl 1.1226 -12.4926 -1.8041  0.0001
Cl -0.0390 -10.3138 -3.3328  -0.0001
H 1.3760 -12.0182 -4.0781  0.0000
C -5.6471 9.7839 -3.2487  0.0000
Cl -4.4111 8.5275 -3.1886  0.0000
Cl -5.4330 10.9418 -1.9323  0.0000
Cl -5.6369 10.6024 -4.8084  0.0000
H -6.6123 9.3126 -3.1209  0.0000
C -1.2166 14.1004 -1.3083  0.0000
Cl -0.3783 14.0208 0.2426  0.0000
Cl -2.5937 13.0019 -1.3357  0.0000
Cl -1.7336 15.7521 -1.6554  0.0000
H -0.5212 13.7967 -2.0792  0.0000
C 3.6413 -1.2669 -2.8362  0.0000
Cl 2.7332 -2.5892 -3.5718  0.0001
Cl 4.2234 -1.7049 -1.2320  0.0001
Cl 4.9675 -0.7614 -3.8819  0.0000
H 2.9670 -0.4261 -2.7310  0.0000
C 1.6452 2.9050 -3.9968  0.0000
Cl 2.5123 2.0224 -2.7347  0.0000
Cl 2.0013 2.2285 -5.5850  0.0000
Cl -0.0877 2.9095 -3.6790  0.0000
H 1.9944 3.9286 -3.9809  0.0000
C 0.6309 -0.7924 -7.7116  0.0000
Cl -0.2643 -2.0497 -8.5664  0.0000
Cl 1.2795 -1.3974 -6.1901  0.0000
Cl 1.9190 -0.1357 -8.7248  0.0000
H -0.0565 0.0128 -7.4880  0.0000
C -0.1917 18.8276 0.0607  0.0000
Cl 0.7902 19.7557 -1.0734  0.0000
Cl 0.6527 18.6098 1.5935  0.0000
Cl -1.7613 19.5934 0.3093  0.0000
H -0.3616 17.8485 -0.3671  0.0000

=====

Entry 2:
Below is a molecular structure, C26H38Cl3N5S2SiTl at a distorted geometry, with properties calculated with ωB97M-V/def2-TZVPD.

**HOMO-LUMO gap (alpha / beta)**: 3.76 / 3.86 eV
**Total charge**: -2
**Multiplicity**: 2
**Total energy**: -106843.26659 eV
**Relative energy (zero: lowest compared OMol25 entry of this formula, charge and spin)**: 0.0 kJ/mol
**E_LUMO (alpha / beta)**: 4.05 / 4.05 eV

Each line ends with the Mulliken spin population.
Element x y z (Å)
Tl 0.5686 -0.1285 -0.2556  -0.0013
N 0.8528 1.7567 1.8419  0.0058
C -0.0836 2.7534 2.3593  0.0008
C -1.4203 2.1077 2.7257  -0.0009
C -2.2940 1.7069 1.5345  -0.0011
N -1.8093 0.4986 0.8709  0.0022
H 0.9965 1.0174 2.5250  -0.0015
H 1.7577 2.1681 1.6411  0.0005
H -0.2446 3.5150 1.5885  0.0004
H 0.3067 3.2658 3.2501  0.0000
H -1.9829 2.8182 3.3374  -0.0002
H -1.2251 1.2167 3.3358  0.0012
H -2.2920 2.5212 0.8003  -0.0002
H -3.3245 1.5929 1.8974  -0.0004
H -2.3794 0.2802 0.0626  -0.0031
H -1.7916 -0.3229 1.4873  0.0056
Cl 1.0055 -0.9146 3.9688  0.0117
Si -0.0042 -2.6063 3.1341  0.0862
Cl -1.7659 -2.6131 4.3731  0.0208
Cl 1.1021 -4.1373 4.2292  0.0018
S -0.8376 -3.1195 0.1166  0.3662
C -0.5285 -2.1609 1.4797  0.4984
S 4.0710 0.1458 -0.9757  0.0003
C 3.8505 1.4443 -2.0037  -0.0036
N 2.6590 1.5115 -2.7217  0.0038
C 2.3287 2.5502 -3.4836  0.0006
C 3.2295 3.5571 -3.6568  -0.0002
C 4.4518 3.4360 -2.9859  -0.0002
N 4.7630 2.4476 -2.1934  0.0008
H 1.9384 0.8212 -2.4918  0.0042
H 1.3399 2.5317 -3.9267  -0.0001
H 2.9962 4.4131 -4.2718  0.0001
H 5.2198 4.1971 -3.0900  0.0000
C 1.1779 5.2417 -0.4365  0.0001
C 0.3411 4.5992 -1.5157  0.0002
C -0.1512 5.3810 -2.5774  -0.0003
C -0.9183 4.7666 -3.5605  0.0000
C -1.4615 5.5798 -4.7137  0.0001
C -1.1874 3.3997 -3.5163  -0.0010
C -0.6753 2.5455 -2.4836  0.0052
C 0.0705 3.2532 -1.4679  0.0037
N -0.7847 1.2145 -2.3666  0.0198
C -1.5575 0.4328 -3.3177  -0.0038
C -1.0028 0.4971 -4.7622  -0.0038
C -1.8037 -0.4122 -5.7025  -0.0008
C -1.6894 -1.8662 -5.2330  0.0038
C -2.2396 -1.9727 -3.8069  -0.0103
C -3.7182 -1.5745 -3.8054  -0.0009
C -3.8431 -0.1209 -4.2731  0.0012
C -3.2770 0.0145 -5.6924  -0.0001
C -3.0607 0.7908 -3.3208  0.0008
C -1.4552 -1.0383 -2.8851  -0.0204
H 1.9294 5.9061 -0.8749  0.0000
H 1.6989 4.4853 0.1561  0.0000
H 0.5623 5.8400 0.2408  0.0000
H 0.0671 6.4450 -2.6284  0.0000
H -1.3041 6.6481 -4.5486  0.0000
H -2.5320 5.4049 -4.8446  0.0000
H -0.9682 5.3068 -5.6512  0.0000
H -1.7812 2.9953 -4.3238  -0.0001
H 0.4503 2.6713 -0.6355  -0.0074
H 0.0454 0.1716 -4.7302  0.0000
H -1.0137 1.5216 -5.1437  -0.0001
H -1.4094 -0.3245 -6.7218  -0.0001
H -0.6404 -2.1811 -5.2479  -0.0008
H -2.2472 -2.5276 -5.9081  0.0000
H -2.1318 -2.9942 -3.4350  0.0065
H -4.1228 -1.6775 -2.7938  0.0016
H -4.2903 -2.2368 -4.4673  0.0002
H -4.8982 0.1733 -4.2782  -0.0002
H -3.3645 1.0550 -6.0302  -0.0002
H -3.8516 -0.6099 -6.3870  0.0001
H -3.4396 0.6730 -2.2990  -0.0004
H -3.2153 1.8358 -3.5988  -0.0005
H -0.4019 -1.3350 -2.8827  0.0073
H -1.8177 -1.1540 -1.8599  0.0016

=====

Entry 3:
Below is a molecular structure, C26H38F4IrN2P, with properties calculated with ωB97M-V/def2-TZVPD.

**HOMO-LUMO gap (alpha / beta)**: 6.92 / 6.92 eV
**Total charge**: +2
**Total energy**: -53540.71839 eV
**Relative energy (zero: lowest compared OMol25 entry of this formula, charge and spin)**: 0.0 kJ/mol
**E_LUMO (alpha / beta)**: -7.51 / -7.51 eV

Each line ends with the Löwdin charge.
Element x y z (Å)
Ir -1.0763 0.3597 -0.4772  1.1928
C -2.6113 2.1951 -2.6091  -0.0690
C -2.0432 2.9316 -1.4128  -0.2186
N -0.7160 2.4016 -0.8960  -0.2693
C 0.3426 2.8846 -1.8618  -0.2080
C 1.7822 2.8293 -1.3978  -0.0629
C -0.4561 3.0152 0.4422  -0.1569
C -1.4617 2.5233 1.4531  -0.1717
N -1.8216 1.1517 1.0706  -0.1484
C -2.7146 0.4045 1.8614  -0.1497
C -3.1567 -0.8071 1.3494  -0.1439
F -2.6481 -1.1607 0.1108  -0.0315
C -4.0065 -1.6622 2.0122  -0.2047
F -4.3424 -2.8093 1.4358  0.1390
C -4.4875 -1.3099 3.2567  0.1235
C -4.0681 -0.1085 3.7958  -0.1876
F -4.4948 0.2636 4.9892  0.1535
C -3.1870 0.7380 3.1311  -0.1281
F -2.8077 1.8632 3.7386  0.1231
H -3.4972 2.7345 -2.9434  0.1011
H -2.9258 1.1784 -2.3676  0.0582
H -1.9188 2.1664 -3.4508  0.0827
H -2.7477 2.9199 -0.5843  0.1117
H -1.8686 3.9766 -1.6726  0.1343
H 0.0949 3.9293 -2.0612  0.1345
H 0.1769 2.3466 -2.7926  0.1035
H 2.0120 3.6349 -0.7025  0.0936
H 2.4238 2.9683 -2.2680  0.1056
H 2.0502 1.8887 -0.9308  0.0453
H -0.4760 4.1042 0.3540  0.1552
H 0.5450 2.7120 0.7341  0.0965
H -2.3760 3.1195 1.4763  0.1367
H -1.0236 2.5661 2.4485  0.1328
H -5.1683 -1.9537 3.7954  0.1593
C -0.5242 -3.4976 0.1672  -0.0595
C 0.5349 -2.5334 0.7130  -0.6379
C 1.8686 -3.2875 0.8316  -0.0529
C 0.1267 -2.0421 2.1102  -0.0623
P 0.8220 -1.0060 -0.3283  1.0646
C 2.2569 -0.2363 0.4157  -0.3824
C 3.5441 -0.5251 -0.0388  -0.0838
C 4.6418 0.0322 0.5982  -0.0318
C 4.4615 0.8612 1.6978  -0.0300
C 3.1832 1.1267 2.1730  -0.0408
C 2.0830 0.5794 1.5346  -0.1238
C 1.0084 -1.3617 -2.1497  -0.6534
C -0.4715 -1.2828 -2.5616  -0.1025
C 1.6265 -2.6980 -2.5589  -0.0502
C 1.7787 -0.2550 -2.8778  -0.0585
H -0.6762 -4.2743 0.9184  0.1073
H -0.2073 -4.0023 -0.7407  0.0758
H -1.4875 -3.0400 -0.0128  0.0590
H 1.6899 -4.1693 1.4498  0.1095
H 2.6369 -2.6922 1.3207  0.0864
H 2.2443 -3.6363 -0.1301  0.0787
H -0.0298 -2.9161 2.7442  0.1099
H -0.8013 -1.4711 2.1042  0.0582
H 0.9052 -1.4366 2.5733  0.0791
H 3.7019 -1.1917 -0.8769  0.1050
H 5.6381 -0.1887 0.2410  0.1236
H 5.3207 1.2919 2.1937  0.1231
H 3.0471 1.7552 3.0426  0.1207
H 1.0854 0.7799 1.9110  0.0922
H -1.0996 -2.0749 -2.1516  0.0872
H -0.5768 -1.3004 -3.6494  0.1234
H -0.9398 -0.2523 -2.3583  0.0308
H 1.1195 -3.5632 -2.1454  0.0692
H 2.6788 -2.7463 -2.2799  0.0897
H 1.5805 -2.7805 -3.6469  0.1075
H 1.3267 0.7161 -2.7385  0.0397
H 1.7556 -0.4824 -3.9452  0.1110
H 2.8210 -0.1935 -2.5761  0.0858